[1]
Below is a molecular structure, C44H55ClN12NaO11PS3, with properties calculated with the ωB97M-V functional and the def2-TZVPD basis.

Element x y z (Å)
Na (-0.43140, 1.88462, -0.09300)
C (-6.10600, 2.47011, 2.19973)
S (-4.97658, 1.11613, 2.64453)
C (-3.54163, 1.63745, 1.73415)
S (-3.66964, 1.67047, -0.03790)
N (-2.54583, 2.05136, 2.43353)
N (-1.36497, 2.35835, 1.90746)
C (-0.64097, 3.11653, 2.86453)
C (0.80494, 2.69663, 3.02191)
C (1.05984, 1.47122, 3.63443)
C (2.36576, 1.09760, 3.86689)
C (3.38623, 1.95572, 3.46926)
C (3.03341, 3.13278, 2.83840)
N (1.77451, 3.51083, 2.63096)
H (-7.10591, 2.19490, 2.53415)
H (-6.08836, 2.58427, 1.11636)
H (-5.78435, 3.39069, 2.68688)
H (-1.11785, 3.03045, 3.85488)
H (0.22512, 0.84724, 3.92423)
H (2.59442, 0.15365, 4.34760)
H (4.42507, 1.70318, 3.63754)
H (3.79728, 3.81606, 2.47555)
C (3.98764, 3.98948, -2.41622)
N (3.22112, 3.53497, -1.27242)
C (2.60097, 4.63330, -0.54760)
P (2.46802, 2.02124, -1.31862)
O (1.57619, 1.87829, -0.15307)
N (1.97771, 1.91289, -2.90465)
C (1.76096, 0.61933, -3.56222)
C (0.98060, 2.91548, -3.30395)
N (3.65460, 0.83851, -1.24923)
C (3.98430, 0.28882, 0.05312)
C (4.68261, 0.63610, -2.24259)
H (3.36156, 4.51939, -3.14734)
H (4.45854, 3.14974, -2.91976)
H (4.76761, 4.67512, -2.06944)
H (2.00294, 5.27412, -1.21061)
H (3.37944, 5.25267, -0.08651)
H (1.95611, 4.24778, 0.23392)
H (2.31250, -0.16538, -3.04488)
H (2.13053, 0.68862, -4.59278)
H (0.69978, 0.35875, -3.59099)
H (1.06228, 3.80997, -2.68266)
H (-0.02820, 2.51705, -3.19047)
H (1.14173, 3.18554, -4.35227)
H (3.17832, 0.50475, 0.74790)
H (4.91707, 0.71408, 0.45025)
H (4.10808, -0.79607, -0.01198)
H (4.35703, 1.01492, -3.20980)
H (4.88378, -0.43619, -2.34672)
H (5.62584, 1.12813, -1.96415)
C (1.80350, -5.73351, -2.49004)
C (2.61958, -4.96143, -1.44862)
C (3.87369, -5.77375, -1.09506)
C (3.07776, -3.63205, -2.07059)
C (1.79003, -4.67615, -0.15188)
O (2.64513, -3.91838, 0.69571)
C (1.43138, -6.02008, 0.54629)
C (0.34099, -6.00950, 1.64493)
C (-1.03452, -6.42588, 1.17149)
C (-1.24564, -7.67083, 0.58286)
C (-2.50525, -8.05563, 0.15140)
C (-3.57175, -7.18589, 0.31768)
Cl (-5.15307, -7.67397, -0.22053)
C (-3.39564, -5.94627, 0.90670)
C (-2.12661, -5.57474, 1.33122)
C (0.51642, -3.84959, -0.54941)
N (0.27180, -2.64851, 0.21649)
C (0.28153, -1.37318, -0.20797)
N (-0.08136, -0.57155, 0.76356)
C (-0.26854, -1.40096, 1.80791)
N (-0.04804, -2.67132, 1.53268)
H (2.36532, -5.77361, -3.42575)
H (0.84397, -5.25665, -2.69879)
H (1.61163, -6.76192, -2.18034)
H (4.48979, -5.90938, -1.98682)
H (3.61835, -6.76287, -0.71354)
H (4.45843, -5.24736, -0.34078)
H (3.86981, -3.81460, -2.80002)
H (3.46529, -2.97478, -1.29547)
H (2.26791, -3.11621, -2.58944)
H (2.11676, -3.59556, 1.43988)
H (2.36075, -6.37208, 0.99380)
H (1.14450, -6.73771, -0.22340)
H (0.26266, -5.02590, 2.09568)
H (0.65424, -6.70041, 2.43272)
H (-0.41658, -8.35984, 0.46162)
H (-2.66101, -9.02252, -0.30859)
H (-4.23111, -5.27096, 1.03937)
H (-1.99062, -4.60189, 1.79296)
H (-0.35800, -4.49368, -0.48751)
H (0.59658, -3.50105, -1.57579)
H (0.46692, -1.06284, -1.22664)
H (-0.62469, -1.07043, 2.76932)
O (-1.88225, 5.56785, 4.60075)
S (-0.69980, 5.68267, 3.79781)
O (0.55510, 5.65697, 4.49659)
N (-0.71973, 4.57772, 2.54538)
C (-0.63395, 5.12895, 1.28982)
O (-0.52960, 4.54960, 0.23364)
C (-0.73905, 6.60800, 1.40752)
C (-0.82739, 7.49699, 0.34814)
C (-0.96273, 8.84754, 0.62145)
C (-1.00732, 9.30897, 1.93651)
C (-0.92266, 8.41762, 2.99759)
C (-0.78995, 7.07715, 2.70820)
H (-0.80730, 7.10766, -0.66179)
H (-1.04757, 9.55520, -0.19343)
H (-1.11983, 10.36723, 2.13166)
H (-0.96285, 8.75600, 4.02509)
O (-1.43969, 0.06456, -3.76801)
C (-1.71816, 0.34719, -2.58445)
O (-0.93182, 0.88743, -1.74487)
C (-3.09002, -0.00081, -2.06296)
C (-4.15840, -0.13656, -2.86565)
C (-5.42051, -0.59352, -2.33694)
C (-5.45532, -1.16727, -1.06998)
C (-4.35321, -1.06760, -0.25260)
C (-3.26511, -0.11282, -0.58637)
N (-4.22128, -1.91011, 0.85642)
O (-5.13390, -2.69937, 1.14542)
O (-3.19822, -1.83058, 1.55556)
N (-6.54807, -0.66329, -3.16256)
O (-6.47146, -0.23923, -4.32522)
O (-7.60834, -1.13294, -2.71920)
H (-4.07064, 0.02578, -3.92992)
H (-6.31377, -1.74349, -0.76015)
H (-2.34022, -0.32975, -0.06702)

Force components x, y, z for each atom (eV/Å):
Na -1.25 0.38 0.93
C 0.27 -0.22 0.10
S -0.10 0.08 0.01
C -0.15 -0.08 -0.25
S 0.28 -0.22 0.11
N -0.13 0.13 0.52
N -0.01 0.12 0.37
C -0.31 -0.51 0.07
C 0.17 0.14 -0.02
C -0.05 -0.09 0.00
C -0.01 0.02 -0.02
C -0.01 -0.08 -0.05
C 0.12 0.02 -0.05
N -0.07 0.04 -0.11
H -0.03 0.03 -0.03
H -0.10 0.03 -0.01
H -0.06 0.04 -0.03
H -0.02 0.03 -0.09
H -0.01 -0.02 -0.02
H -0.02 0.01 0.01
H 0.02 0.03 -0.05
H 0.00 -0.02 0.04
C 0.01 -0.08 0.14
N -0.38 -0.06 -0.05
C 0.12 -0.04 0.12
P 1.23 0.00 -0.65
O 1.16 0.25 -0.22
N -0.25 -0.12 0.63
C -0.05 0.00 -0.07
C 0.04 -0.03 -0.14
N -0.25 0.08 0.10
C 0.00 0.02 0.06
C -0.06 0.03 -0.03
H 0.01 0.01 0.00
H 0.04 0.07 -0.03
H 0.01 0.00 -0.06
H 0.00 -0.01 0.00
H -0.03 0.01 -0.02
H -0.02 -0.01 0.06
H -0.01 0.04 -0.03
H 0.02 -0.03 0.02
H -0.05 0.04 0.02
H 0.07 0.00 -0.07
H -0.01 -0.08 0.01
H 0.02 0.06 0.03
H -0.03 -0.03 0.07
H -0.01 0.03 -0.03
H 0.00 -0.05 -0.04
H 0.04 -0.03 0.01
H 0.01 0.01 -0.02
H -0.01 0.01 -0.01
C -0.01 -0.02 0.04
C 0.18 0.05 0.03
C -0.08 0.06 0.00
C -0.03 -0.02 0.09
C -0.24 -0.15 -0.06
O -0.15 0.00 0.14
C -0.06 0.29 0.00
C 0.09 -0.07 -0.27
C -0.02 0.14 0.03
C -0.02 0.03 0.00
C 0.01 -0.03 -0.01
C 0.15 0.04 0.05
Cl -0.08 -0.03 -0.03
C -0.11 0.02 0.01
C 0.06 -0.03 0.03
C 0.08 -0.08 0.08
N 0.34 0.14 0.14
C -0.34 -0.15 -0.23
N 0.21 0.35 0.18
C 0.02 -0.17 -0.16
N -0.04 -0.38 0.17
H -0.01 0.01 -0.01
H 0.04 -0.04 -0.05
H -0.01 0.01 -0.04
H 0.00 0.01 -0.01
H 0.03 -0.01 -0.01
H 0.05 -0.04 0.00
H -0.03 -0.02 -0.03
H 0.06 0.09 -0.01
H 0.05 0.02 -0.01
H -0.04 0.07 -0.07
H 0.03 -0.01 -0.06
H -0.01 -0.08 0.08
H 0.03 0.18 0.13
H 0.00 0.01 0.00
H 0.02 0.01 -0.01
H -0.02 0.00 0.01
H -0.01 0.08 -0.03
H -0.02 0.03 -0.07
H -0.14 0.05 -0.01
H -0.06 -0.06 0.02
H 0.01 -0.05 0.00
H 0.03 -0.04 0.02
O -0.05 0.06 -0.23
S 0.07 0.02 0.29
O -0.05 0.08 -0.17
N 0.17 0.49 0.23
C -0.13 -0.35 -0.08
O 0.18 0.07 0.08
C -0.10 0.68 0.03
C 0.04 -0.28 -0.03
C -0.01 0.15 0.07
C 0.01 -0.13 -0.08
C 0.02 0.09 0.31
C 0.01 -0.52 -0.40
H 0.01 0.03 -0.01
H 0.01 0.00 0.00
H 0.01 0.01 0.01
H -0.02 0.03 -0.02
O 0.06 0.15 0.06
C -0.07 -0.07 -0.17
O -0.20 -0.68 -1.30
C 0.05 -0.05 -0.02
C -0.07 -0.08 -0.12
C 0.32 0.08 0.27
C -0.12 -0.23 0.02
C 0.23 0.01 -0.44
C -0.13 0.46 0.37
N -0.28 0.25 0.55
O 0.11 -0.16 -0.14
O -0.05 -0.11 -0.22
N -0.39 0.05 -0.15
O 0.06 -0.06 0.09
O 0.13 0.02 -0.02
H 0.07 -0.03 -0.01
H -0.01 -0.01 0.00
H 0.00 -0.11 -0.08

Values from the calculation:
HOMO-LUMO gap	4.59	eV
largest force on an atom	0.031	hartree/bohr
relative energy (zero: lowest compared OMol25 entry of this formula, charge and spin)	53.8	kcal per mole
highest occupied orbital energy	-0.053	Ha
lowest unoccupied orbital energy	3.15	eV
net charge	-2

***

[2]
Below is a molecular structure, C44H55F15N6O10, with properties calculated with the ωB97M-V functional and the def2-TZVPD basis.

Element x y z (Å)
N (1.51157, 0.16921, 1.63491)
C (0.76755, 0.37693, 2.76042)
C (-0.55566, 0.24161, 2.45525)
C (-0.62751, -0.08874, 1.07825)
C (0.64868, -0.18309, 0.61771)
H (2.51159, 0.21675, 1.55798)
H (1.20836, 0.63184, 3.71075)
H (-1.37656, 0.31696, 3.15009)
H (-1.54784, -0.25147, 0.53810)
H (1.07873, -0.40242, -0.34429)
N (-2.46813, -2.04959, -2.29173)
C (-1.39931, -1.78381, -1.45338)
C (-1.27289, -2.85393, -0.62116)
C (-2.30167, -3.76213, -0.91057)
C (-2.99998, -3.27557, -1.98844)
H (-2.79970, -1.33965, -2.91735)
H (-0.91101, -0.84111, -1.64045)
H (-0.67003, -2.90873, 0.27397)
H (-2.52616, -4.68897, -0.40876)
H (-3.85179, -3.68276, -2.50503)
N (-0.63980, -2.38021, -3.06455)
C (-0.98496, -3.19501, -4.12433)
C (-1.10340, -2.41923, -5.23573)
C (-0.99794, -1.03548, -4.85686)
C (-0.63274, -1.09422, -3.53677)
H (-0.42427, -2.65502, -2.12483)
H (-1.04939, -4.25567, -3.94442)
H (-1.30725, -2.69761, -6.25859)
H (-1.07434, -0.22327, -5.55773)
H (-0.42993, -0.25988, -2.88273)
N (2.18471, -1.70045, -5.06145)
C (2.59343, -0.87843, -4.02495)
C (3.75384, -0.23459, -4.39717)
C (3.98654, -0.60310, -5.74467)
C (3.02278, -1.48143, -6.12439)
H (1.47230, -2.41069, -5.04397)
H (2.08269, -0.93673, -3.08082)
H (4.29150, 0.49281, -3.81293)
H (4.73890, -0.22609, -6.42212)
H (2.85033, -2.01712, -7.04358)
N (3.08034, -3.89728, -2.32847)
C (1.85531, -3.96066, -1.77740)
C (1.66487, -2.96821, -0.84746)
C (2.84250, -2.16524, -0.95174)
C (3.75996, -2.88901, -1.71197)
H (3.44982, -4.52725, -3.01475)
H (1.14054, -4.72277, -2.05358)
H (0.92501, -2.77077, -0.08840)
H (3.04741, -1.29921, -0.34387)
H (4.80596, -2.70756, -1.89411)
N (3.57197, -2.16001, 2.82286)
C (4.70549, -2.24410, 2.05331)
C (5.73553, -1.65053, 2.74151)
C (5.23013, -1.32329, 4.01501)
C (3.88030, -1.58656, 4.02084)
H (2.66369, -2.52781, 2.60291)
H (4.75343, -2.65238, 1.05825)
H (6.72821, -1.52695, 2.34374)
H (5.75486, -0.75277, 4.76732)
H (3.09490, -1.34930, 4.71849)
C (3.57442, 2.97218, -6.42961)
C (4.11052, 3.21934, -5.02867)
O (3.01097, 3.07892, -4.11709)
C (3.24291, 3.27810, -2.84129)
O (4.26067, 3.64423, -2.34147)
C (2.05584, 2.86588, -1.98004)
F (1.45378, 3.94157, -1.45773)
F (1.11786, 2.20560, -2.68895)
F (2.44190, 2.03015, -1.01159)
H (4.33489, 2.79320, -7.18573)
H (2.98355, 3.83426, -6.74101)
H (2.90871, 2.10829, -6.40286)
H (4.52412, 4.22434, -4.95121)
H (4.86966, 2.49032, -4.74591)
C (-6.43106, -0.53664, 5.04841)
C (-6.36832, -0.30612, 3.52565)
O (-5.30098, -1.06917, 2.96285)
C (-4.08911, -0.52925, 2.92416)
O (-3.75656, 0.46691, 3.48143)
C (-3.08866, -1.38094, 2.14296)
F (-3.68332, -2.42984, 1.55921)
F (-2.44241, -0.61478, 1.26299)
F (-2.14679, -1.90286, 2.95830)
H (-6.52008, -1.61618, 5.18191)
H (-7.34480, -0.12065, 5.46590)
H (-5.49185, -0.18612, 5.46773)
H (-6.24675, 0.73719, 3.23827)
H (-7.32284, -0.64032, 3.12366)
C (-1.96557, 3.50268, 1.37301)
C (-0.50742, 3.82008, 1.68721)
O (-0.27596, 3.48875, 3.07986)
C (-0.44663, 4.31491, 4.08844)
O (-0.68758, 5.48167, 3.98626)
C (-0.41474, 3.60648, 5.44136)
F (0.34490, 4.28871, 6.30448)
F (-1.64150, 3.59611, 5.93447)
F (0.07368, 2.38001, 5.34401)
H (-2.20088, 3.83324, 0.36109)
H (-2.55861, 3.94498, 2.16942)
H (-2.08659, 2.41948, 1.34163)
H (-0.31770, 4.86544, 1.45062)
H (0.20953, 3.13494, 1.24070)
C (1.70939, -0.45790, 8.13698)
C (0.59947, -1.46673, 8.33112)
O (-0.43148, -1.28532, 7.36372)
C (-1.28927, -0.28495, 7.49797)
O (-1.43155, 0.35832, 8.48690)
C (-2.15324, -0.15616, 6.24026)
F (-1.47700, -0.40836, 5.13671)
F (-3.19294, -0.99239, 6.35467)
F (-2.63286, 1.07739, 6.15498)
H (2.07460, -0.43124, 7.10962)
H (2.57271, -0.69320, 8.76516)
H (1.46880, 0.56457, 8.43145)
H (0.16007, -1.37628, 9.32723)
H (0.97352, -2.48622, 8.28763)
C (-2.36827, 1.61289, -2.49653)
C (-1.82177, 2.28967, -3.73552)
O (-2.80556, 2.09791, -4.77857)
C (-2.45398, 2.21408, -6.03116)
O (-1.36248, 2.53232, -6.41059)
C (-3.64637, 2.15872, -6.98256)
F (-3.37035, 1.33153, -8.00666)
F (-4.75221, 1.69420, -6.38009)
F (-3.89673, 3.37215, -7.48207)
H (-3.15635, 2.17867, -1.99897)
H (-1.53897, 1.54379, -1.78541)
H (-2.73823, 0.60033, -2.64549)
H (-0.86861, 1.86356, -4.03347)
H (-1.79300, 3.36529, -3.56639)

Force components x, y, z for each atom (eV/Å):
N -0.35 -0.50 -0.03
C 0.17 0.37 0.60
C 0.50 0.22 0.02
C 4.31 1.59 -1.71
C 1.10 0.85 -0.06
H 0.06 -0.10 0.18
H 0.16 0.02 -0.10
H 0.32 0.35 -0.21
H 5.34 1.87 -3.10
H -0.27 0.07 -0.16
N -3.74 0.65 3.92
C -5.41 1.84 4.57
C -0.78 0.67 2.94
C -0.54 -0.91 -1.03
C -0.19 0.58 0.49
H -0.12 -0.46 -0.53
H -0.11 -0.66 1.81
H -0.26 0.05 -0.32
H 0.17 -0.04 -0.01
H 0.00 0.09 -0.07
N 5.58 -0.91 -9.11
C 1.64 -0.14 0.79
C -1.11 1.02 -1.16
C 0.62 -1.87 0.14
C 1.28 1.04 -1.32
H 1.51 -1.24 -0.91
H 0.00 0.00 -0.23
H -0.24 -0.42 0.15
H 0.14 0.28 0.26
H 0.38 0.06 -0.72
N 0.89 1.04 0.20
C 0.09 -0.97 -0.02
C -1.00 0.02 -0.13
C 0.61 0.41 -0.60
C -0.53 -0.88 0.05
H -0.31 0.28 0.21
H 0.04 0.13 0.02
H 0.07 -0.10 0.09
H 0.11 -0.01 0.18
H 0.15 0.12 -0.08
N 0.54 0.17 0.74
C -2.23 -1.05 0.49
C 1.48 0.89 -0.55
C 1.22 -1.51 0.79
C -0.33 1.66 -0.24
H 0.03 -0.05 0.01
H 0.19 -0.12 -0.09
H 0.22 -0.28 -0.74
H 0.28 -0.04 -0.04
H -0.08 0.14 -0.29
N 0.21 -0.30 -0.25
C 0.21 0.39 -0.26
C -0.30 -0.82 -0.18
C -0.16 1.26 0.43
C 0.25 -0.04 -0.03
H 0.03 0.00 -0.22
H -0.44 -0.12 0.05
H 0.09 -0.01 0.19
H -0.03 -0.21 0.10
H 0.12 -0.14 0.17
C -0.67 0.05 0.34
C 0.51 0.05 -0.68
O -0.65 0.03 -0.13
C 0.54 -0.41 -0.37
O 0.43 0.32 0.29
C -1.06 -0.54 -0.19
F 0.23 -0.09 0.28
F 0.08 0.11 0.05
F 0.11 0.47 0.08
H 0.26 0.05 0.23
H -0.03 -0.03 -0.07
H 0.09 -0.05 -0.08
H 0.07 -0.04 0.22
H 0.04 0.07 0.03
C 0.30 -0.38 -1.21
C -0.69 0.51 1.24
O 0.19 -0.56 -0.96
C -0.91 -0.37 0.78
O 0.33 0.82 0.01
C -0.69 -1.89 0.98
F 0.21 0.58 -0.34
F -10.24 -3.48 3.56
F -0.60 0.17 -0.13
H 0.20 -0.02 0.15
H 0.26 0.44 0.13
H -0.30 0.14 0.51
H 0.15 0.06 0.20
H 0.35 -0.35 -0.54
C 0.92 -0.68 -0.21
C -0.35 -0.16 0.33
O 0.28 -0.71 0.67
C -0.41 0.64 -1.56
O -0.02 0.41 0.40
C 0.53 0.71 0.03
F 0.23 0.03 0.01
F -0.50 -0.38 0.14
F -0.09 -0.61 0.25
H -0.24 0.45 0.19
H -0.43 0.09 -0.36
H -0.16 -0.01 0.37
H 0.42 0.00 0.35
H -0.14 0.24 -0.59
C 0.69 0.33 0.15
C 0.12 0.53 1.23
O 0.10 -0.55 -1.20
C 0.64 -0.82 0.68
O -0.28 0.76 0.21
C -0.17 0.71 0.45
F 0.13 -0.44 -0.08
F -0.12 -0.35 -0.27
F -0.17 0.16 0.05
H -0.13 -0.12 -0.05
H -0.10 -0.33 -0.02
H -0.50 -0.09 -0.14
H -0.01 0.19 -0.02
H -0.19 -0.05 -0.63
C 0.35 0.11 0.63
C -0.79 -0.27 0.15
O -0.88 -0.65 0.34
C 0.93 1.44 0.38
O 0.12 -0.42 -0.46
C -0.50 -0.89 -0.43
F -0.02 0.27 0.19
F 0.17 0.28 -0.19
F 0.01 -0.15 0.19
H -0.04 0.09 -0.21
H -0.06 0.01 0.13
H 0.05 0.15 -0.33
H 0.04 0.24 -0.19
H 0.55 0.00 -0.11

Values from the calculation:
HOMO-LUMO gap	7.87	eV
largest force on an atom	0.221	hartree/bohr
highest occupied orbital energy	-0.272	Ha
lowest unoccupied orbital energy	0.48	eV